Entry 1:
Formula: C33H48N5OPSV
Source: the OMol25 dataset
Level of theory: the ωB97M-V functional and the def2-TZVPD basis

- multiplicity = 4
- ⟨S²⟩ = 3.7599
- LUMO (alpha / beta) (eV) = -4.5 / -4.5
- largest force on an atom (Eh/bohr) = 0.02353
- charge = +2
- E_tot (a.u.) = -3318.4432

Last column: Löwdin charge in e.
Geometry (Å):
1 V 1.046 -0.025 1.231  0.39
2 C 3.444 -0.426 -0.620  -0.14
3 C 2.240 -1.174 -1.170  -0.17
4 N 1.490 -1.737 -0.032  -0.14
5 C 2.169 -2.926 0.529  -0.21
6 C 2.983 -2.682 1.813  -0.36
7 S 2.613 -1.130 2.705  0.95
8 C 4.133 -0.144 2.443  -0.36
9 C 4.001 0.929 1.351  -0.22
10 N 2.975 0.581 0.359  -0.15
11 H 4.009 0.037 -1.433  0.14
12 H 4.115 -1.124 -0.117  0.12
13 H 2.570 -1.948 -1.870  0.14
14 H 1.598 -0.487 -1.712  0.09
15 H 0.561 -2.014 -0.353  0.08
16 H 2.848 -3.343 -0.220  0.13
17 H 1.427 -3.694 0.721  0.08
18 H 4.052 -2.669 1.617  0.08
19 H 2.798 -3.482 2.529  0.09
20 H 4.929 -0.853 2.227  0.08
21 H 4.368 0.311 3.404  0.09
22 H 4.979 1.062 0.879  0.14
23 H 3.735 1.885 1.805  0.12
24 H 2.763 1.419 -0.173  0.06
25 N -0.563 -0.905 2.239  -0.07
26 C -1.495 -0.251 3.181  -0.21
27 C -0.769 0.642 4.181  -0.16
28 C -0.190 1.895 3.535  -0.20
29 N 0.986 1.582 2.684  -0.05
30 H -1.102 -1.301 1.458  0.07
31 H -0.143 -1.679 2.746  0.09
32 H -2.071 -1.004 3.726  0.13
33 H -2.201 0.350 2.611  0.10
34 H 0.024 0.071 4.678  0.12
35 H -1.479 0.955 4.947  0.13
36 H 0.090 2.608 4.312  0.13
37 H -0.945 2.362 2.910  0.09
38 H 1.737 1.330 3.321  0.07
39 H 1.278 2.447 2.233  0.09
40 C -0.795 -4.999 0.714  -0.06
41 C -1.652 -4.716 -0.520  -0.37
42 C -0.866 -4.755 -1.830  -0.05
43 C -2.465 -3.418 -0.369  -0.27
44 C -3.696 -3.424 -1.285  -0.07
45 O -3.630 -2.163 -1.950  -0.01
46 C -2.520 -1.522 -1.550  -0.31
47 N -1.773 -2.146 -0.718  0.14
48 C -2.435 -0.163 -2.150  -0.09
49 C -3.310 -0.034 -3.247  0.00
50 C -3.533 1.157 -3.898  -0.03
51 C -2.888 2.293 -3.451  -0.03
52 C -2.004 2.189 -2.399  -0.11
53 C -1.724 0.986 -1.730  -0.26
54 P -0.376 1.299 -0.455  1.12
55 C 0.874 2.028 -1.612  -0.37
56 C 1.803 2.965 -1.149  -0.16
57 C 2.743 3.527 -2.003  -0.05
58 C 2.790 3.148 -3.335  -0.05
59 C 1.902 2.188 -3.799  -0.04
60 C 0.963 1.627 -2.948  -0.09
61 C -1.208 2.789 0.267  -0.38
62 C -2.443 2.528 0.867  -0.13
63 C -3.220 3.549 1.387  -0.05
64 C -2.780 4.863 1.303  -0.05
65 C -1.573 5.140 0.684  -0.05
66 C -0.791 4.113 0.167  -0.09
67 H -0.238 -5.928 0.584  0.09
68 H -1.427 -5.116 1.596  0.09
69 H -0.088 -4.193 0.910  0.03
70 H -2.395 -5.518 -0.560  0.14
71 H -0.259 -3.859 -1.964  0.06
72 H -1.539 -4.820 -2.687  0.08
73 H -0.214 -5.628 -1.862  0.09
74 H -2.776 -3.338 0.679  0.14
75 H -4.639 -3.486 -0.745  0.14
76 H -3.665 -4.216 -2.034  0.13
77 H -3.837 -0.909 -3.587  0.12
78 H -4.215 1.198 -4.736  0.12
79 H -3.059 3.255 -3.916  0.12
80 H -1.500 3.089 -2.085  0.10
81 H 1.778 3.299 -0.115  0.10
82 H 3.438 4.267 -1.625  0.12
83 H 3.513 3.593 -4.005  0.12
84 H 1.934 1.877 -4.836  0.12
85 H 0.293 0.872 -3.338  0.11
86 H -2.821 1.512 0.879  0.10
87 H -4.172 3.321 1.848  0.12
88 H -3.390 5.666 1.694  0.12
89 H -1.239 6.164 0.581  0.12
90 H 0.122 4.381 -0.341  0.09

---

Entry 2:
Formula: C33H49AgAs3Cl2N5O3S
Source: the OMol25 dataset
Level of theory: the ωB97M-V functional and the def2-TZVPD basis

- multiplicity = 1
- LUMO (eV) = 0.4
- largest force on an atom (Eh/bohr) = 0.01357
- energy relative to the best compared isomer or geometry (same formula, charge and spin) (kJ/mol) = 113.37
- E_tot (a.u.) = -9959.1900

Last column: Löwdin charge in e.
Geometry (Å):
1 Ag 0.307 0.085 0.056  0.63
2 Cl 3.417 -3.614 6.225  0.63
3 C 2.743 -3.103 4.705  -0.69
4 C 2.959 -3.892 3.567  -0.14
5 C 2.463 -3.480 2.364  -0.58
6 Cl 2.720 -4.504 0.996  0.71
7 C 1.710 -2.254 2.153  -0.41
8 O 1.294 -1.919 1.017  -0.10
9 C 1.486 -1.522 3.378  -0.13
10 C 0.723 -0.315 3.414  -0.22
11 O 0.224 0.314 2.489  -0.13
12 C 2.004 -1.963 4.610  -0.08
13 H 3.492 -4.829 3.650  0.10
14 H 0.575 0.075 4.443  0.12
15 H 1.801 -1.372 5.495  0.11
16 C -0.225 5.173 1.549  -0.34
17 As -0.152 3.226 1.944  1.12
18 C 0.547 3.532 3.759  -0.32
19 C -2.028 3.002 2.560  -0.34
20 C -3.052 2.421 1.568  -0.67
21 C -2.925 0.891 1.527  -0.10
22 C -2.837 3.002 0.161  -0.36
23 As -1.549 2.055 -1.028  1.10
24 C -2.913 1.292 -2.224  -0.31
25 C -1.146 3.617 -2.159  -0.31
26 C -4.475 2.715 2.077  -0.39
27 As -5.419 4.471 2.117  1.12
28 C -5.736 4.794 0.196  -0.36
29 C -4.018 5.845 2.317  -0.36
30 H -0.785 5.720 2.309  0.01
31 H -0.662 5.382 0.572  -0.01
32 H 0.798 5.554 1.540  0.01
33 H -0.107 4.218 4.301  0.02
34 H 1.543 3.971 3.705  0.02
35 H 0.609 2.596 4.310  0.00
36 H -2.362 3.987 2.891  0.04
37 H -1.986 2.357 3.442  0.08
38 H -1.902 0.596 1.293  0.01
39 H -3.595 0.471 0.772  0.08
40 H -3.184 0.457 2.495  0.09
41 H -2.509 4.041 0.257  0.04
42 H -3.780 3.004 -0.389  0.05
43 H -3.662 2.044 -2.474  0.03
44 H -3.401 0.452 -1.730  0.02
45 H -2.456 0.933 -3.145  0.00
46 H -2.046 4.205 -2.343  0.03
47 H -0.749 3.272 -3.115  0.01
48 H -0.397 4.245 -1.677  0.01
49 H -4.531 2.368 3.114  0.06
50 H -5.180 2.085 1.521  0.07
51 H -6.192 3.920 -0.271  0.01
52 H -4.822 5.052 -0.339  0.01
53 H -6.435 5.624 0.099  0.01
54 H -3.587 5.821 3.317  0.01
55 H -4.497 6.817 2.186  0.02
56 H -3.228 5.745 1.575  0.00
57 C -3.319 -4.476 -1.196  -0.10
58 C -2.251 -4.418 -2.288  -0.25
59 C -1.638 -3.060 -2.377  -0.60
60 N -1.472 -2.263 -1.391  0.03
61 N -0.874 -1.086 -1.701  -0.07
62 C -0.565 -0.984 -2.962  -0.73
63 N -0.016 0.125 -3.526  0.10
64 S -1.057 -2.375 -3.892  1.08
65 H -3.749 -5.476 -1.150  0.07
66 H -4.112 -3.756 -1.397  0.08
67 H -2.873 -4.228 -0.236  0.07
68 H -2.667 -4.699 -3.257  0.10
69 H -1.460 -5.136 -2.051  0.11
70 H 0.531 0.654 -2.856  0.06
71 H 0.433 -0.006 -4.416  0.09
72 C 5.560 -3.462 -1.502  0.00
73 N 4.639 -2.465 -1.016  -0.07
74 N 3.671 -1.874 -1.815  0.07
75 C 3.126 -0.787 -1.131  -0.43
76 O 2.200 -0.083 -1.569  -0.07
77 C 3.893 -0.681 0.066  0.04
78 C 4.784 -1.712 0.095  -0.28
79 C 5.804 -2.048 1.122  0.00
80 C 3.152 -2.559 -2.940  -0.20
81 C 2.733 -3.881 -2.844  -0.02
82 C 2.325 -4.561 -3.981  -0.08
83 C 2.324 -3.926 -5.214  -0.10
84 C 2.705 -2.596 -5.300  -0.09
85 C 3.114 -1.908 -4.168  -0.01
86 H 5.327 -3.692 -2.537  0.09
87 H 5.477 -4.376 -0.911  0.09
88 H 6.588 -3.098 -1.457  0.09
89 H 3.709 0.035 0.847  0.12
90 H 5.769 -1.313 1.922  0.09
91 H 6.810 -2.061 0.699  0.08
92 H 5.607 -3.036 1.541  0.08
93 H 2.728 -4.372 -1.885  0.09
94 H 2.018 -5.596 -3.894  0.11
95 H 2.022 -4.474 -6.097  0.10
96 H 2.702 -2.097 -6.260  0.10
97 H 3.420 -0.872 -4.222  0.12

---

Among the records above, which one has the highest E_tot? C33H48N5OPSV